Here is a structure of composition C40H104CaN8O13 at a distorted geometry from OMol25. Energies are from wB97M-V/def2-TZVPD.

Structure (XYZ):
```
166
Properties=species:S:1:pos:R:3:mulliken_charge:R:1
Ca -1.9659 2.3955 0.7121 1.8533
O 0.0236 1.8399 -0.5191 -0.0249
C 0.0968 0.4151 -0.3122 0.1330
C -0.2611 -0.1596 1.1235 -0.2263
O -1.5597 0.1761 1.6380 0.1138
H 1.0913 0.0146 -0.5088 0.2028
H -0.4721 -0.1909 -1.0172 0.1825
H 0.5169 0.1740 1.8102 0.2359
H -0.0234 -1.2231 1.1498 -0.6575
C 4.8334 0.9848 -2.8906 -0.7925
O 3.9082 -0.1200 -2.8382 0.1375
C 4.5407 -1.3927 -3.1500 -1.2819
C 3.6213 -2.4430 -2.5411 0.0643
N 2.2888 -2.5756 -3.2414 -0.1896
C 1.3043 -3.2223 -2.3485 -0.2462
C -0.0798 -3.1691 -3.0185 -0.0380
O -0.0728 -4.0197 -4.1890 -0.4560
C -1.1646 -3.7204 -5.0709 -0.6719
H 5.6468 1.0539 -2.1683 0.3804
H 4.0761 1.7579 -2.7606 0.1870
H 5.3084 1.1137 -3.8631 0.3472
H 5.5262 -1.4336 -2.6862 0.4464
H 4.7114 -1.5561 -4.2141 0.3644
H 3.5306 -2.1937 -1.4839 -0.2334
H 4.1028 -3.4206 -2.5653 0.6235
H 2.0514 -1.5963 -3.3113 -0.2910
H 1.3042 -2.6338 -1.4310 -0.1618
H 1.4849 -4.2845 -2.1838 0.4870
H -0.2913 -2.1136 -3.1893 0.1775
H -0.7951 -3.5838 -2.3083 0.4285
H -1.0555 -4.4345 -5.8872 0.2938
H -1.0805 -2.6991 -5.4423 0.1935
H -2.1294 -3.7402 -4.5640 0.2599
C 4.8967 7.2993 -0.3914 -0.7365
O 3.7619 6.6191 -0.8076 -0.3469
C 3.2124 5.9315 0.2692 -0.5516
C 2.4402 4.9049 -0.5101 -0.5546
N 1.8054 3.9611 0.4535 0.8528
C 2.6532 3.1114 1.3010 -0.8028
C 3.5979 2.1904 0.4788 -0.0927
O 4.3255 1.2573 1.2725 -0.5232
C 3.6831 0.0939 1.6142 -0.3769
H 4.5494 7.9898 0.3771 0.2902
H 5.4434 7.8296 -1.1711 0.2724
H 5.6525 6.6231 0.0081 0.3048
H 2.5297 6.5831 0.8145 0.0462
H 4.0015 5.5110 0.8926 0.5288
H 3.0975 4.3769 -1.2010 0.1730
H 1.6616 5.3634 -1.1197 0.4577
H 1.1958 3.3117 -0.0226 -0.5959
H 2.0613 2.4484 1.9320 0.1755
H 3.0752 3.7998 2.0332 0.7586
H 4.3073 2.8842 0.0276 0.3777
H 3.1660 1.7082 -0.3981 -0.1380
H 4.4578 -0.5872 1.9666 0.3556
H 3.1044 -0.3897 0.8272 -0.0797
H 3.0341 0.1313 2.4892 0.3098
C -1.1370 -5.8765 1.6687 -0.7777
O 0.2389 -5.4808 1.7351 -0.5237
C 0.3847 -4.1569 1.2365 -0.0076
C 1.8071 -3.7332 1.6350 -0.8779
N 2.7941 -4.1640 0.6306 0.1095
C 4.1370 -4.0650 1.1469 -0.4776
C 5.2061 -4.6539 0.2908 -0.4846
O 4.8156 -5.9589 -0.0504 -0.3347
C 5.9273 -6.6807 -0.6785 -0.7979
H -1.7461 -5.3277 2.3870 0.2587
H -1.3018 -6.9139 1.9599 0.4124
H -1.5211 -5.5894 0.6899 0.2060
H -0.3487 -3.4279 1.5812 0.5452
H 0.4131 -4.1652 0.1469 -0.0300
H 2.1058 -4.0469 2.6352 0.5349
H 1.9154 -2.6495 1.6775 0.0264
H 2.5974 -5.1380 0.4495 0.2572
H 4.2521 -4.6253 2.0748 0.5997
H 4.3642 -3.0065 1.2739 -0.1272
H 6.1106 -4.6603 0.8990 0.4501
H 5.3628 -4.1209 -0.6469 0.1763
H 6.0797 -6.3355 -1.7011 0.2931
H 5.6918 -7.7365 -0.8126 0.2680
H 6.8455 -6.6491 -0.0920 0.3103
C -2.7107 -2.5633 -0.4519 0.1089
C -4.0409 -2.5944 0.3036 0.8227
C -4.6729 -3.9894 0.5641 -0.9626
O -5.0068 -4.5261 -0.6943 -0.3346
C -5.4670 -5.8330 -0.7081 -0.8306
N -3.7752 -1.9461 1.5977 -0.4799
H -2.7809 -2.8553 -1.4997 0.5738
H -1.9425 -3.1419 0.0611 -0.1991
H -2.3211 -1.5461 -0.4924 -0.8856
H -4.7865 -1.9902 -0.2133 0.1121
H -5.4783 -3.8609 1.2873 0.5179
H -3.9653 -4.6107 1.1131 0.2116
H -4.6588 -6.5613 -0.7755 0.2686
H -6.1101 -5.9427 -1.5813 0.2578
H -6.1037 -5.9773 0.1648 0.3669
H -3.3793 -2.5888 2.2687 0.3233
H -3.0310 -1.2657 1.5412 -0.1592
C -0.3774 6.0704 2.6504 -1.4126
C -1.1780 4.9745 1.9337 0.2883
C -1.3768 5.2979 0.3909 -0.8038
O -2.1229 4.3528 -0.3503 -0.2614
C -2.2528 4.6386 -1.7574 -0.9093
N -0.5290 3.7030 2.1199 -0.1505
H -0.8614 7.0467 2.6253 0.4555
H 0.4985 6.2876 2.0391 0.1583
H -0.0443 5.9223 3.6777 0.4195
H -2.1570 4.9702 2.4129 0.1845
H -0.4249 5.5524 -0.0749 0.2411
H -2.0037 6.1876 0.3326 0.6582
H -1.3331 4.3942 -2.2889 0.2619
H -2.5916 5.6186 -2.0935 0.4356
H -2.8931 3.8994 -2.2387 0.1290
H -0.0564 3.7519 3.0112 0.4641
H 0.3564 3.7390 1.6352 0.0859
C -4.0470 0.6003 6.3966 -1.6180
C -2.7728 0.7803 5.5820 0.2668
C -1.6702 -0.3354 5.5555 -0.2671
O -0.7983 -0.3498 6.6714 -0.4298
C -1.3720 -0.4351 7.9211 -0.7123
N -3.1456 1.0719 4.1739 -0.3329
H -4.3789 -0.4323 6.2887 0.3951
H -4.8408 1.2315 5.9973 0.3758
H -3.9414 0.8568 7.4507 0.4126
H -2.1178 1.5863 5.9128 0.4611
H -0.9660 -0.1597 4.7423 0.1079
H -2.1690 -1.3024 5.4915 0.3003
H -1.8411 0.4833 8.2740 0.2231
H -0.6041 -0.7328 8.6350 0.2848
H -2.0658 -1.2759 7.9212 0.3153
H -2.3447 0.9172 3.5785 -0.1728
H -3.8069 0.3277 4.0039 0.1980
C -6.1911 2.2286 2.0127 -1.3847
C -4.8502 1.9763 1.3053 0.7136
C -4.9210 1.9337 -0.2244 -1.4006
O -3.6366 1.7462 -0.7890 0.2867
C -3.7527 0.9479 -2.0336 -0.4365
N -3.9380 3.0627 1.8041 -0.5806
H -7.0430 1.6152 1.7194 0.4111
H -6.5642 3.2433 1.8742 0.3923
H -6.0592 2.0180 3.0740 0.3770
H -4.4032 1.0227 1.5862 -0.3484
H -5.2214 2.8279 -0.7704 0.2929
H -5.5330 1.0715 -0.4892 0.6317
H -4.5913 1.2551 -2.6585 0.4483
H -3.9369 -0.0927 -1.7667 0.0209
H -2.7991 1.0966 -2.5403 -0.2448
H -4.0647 2.9534 2.8002 0.2556
H -4.5015 3.8942 1.6985 0.2945
C -0.3121 1.9774 -4.6634 -0.8558
C 0.9875 1.1348 -4.4266 2.3464
C 1.9433 0.9120 -5.6699 -0.8050
O 1.2470 0.1398 -6.6383 -0.4406
C 1.3930 -1.2338 -6.4524 -0.3740
N 1.7059 1.7355 -3.3101 -0.6361
H -0.1831 3.0597 -4.6679 0.3400
H -0.9842 1.8637 -3.8128 -0.4898
H -0.8612 1.7028 -5.5641 0.4552
H 0.7053 0.1676 -4.0106 -1.3151
H 2.9335 0.5519 -5.3909 0.2642
H 2.0924 1.9079 -6.0871 0.4340
H 2.4633 -1.4185 -6.3609 0.2774
H 1.0806 -1.7366 -7.3676 0.3160
H 0.8151 -1.6056 -5.6062 0.0158
H 2.5844 1.2537 -3.1830 0.3779
H 1.1321 1.5520 -2.4994 -0.3579
```

Computed properties:
Kohn-Sham gap (alpha / beta): 8.4751 / 4.4115 eV
Total charge: +1
Multiplicity: 2
Expectation value of S²: 0.7553
Lowest unoccupied orbital energy (alpha / beta): -0.07199 / -0.22132 hartree



Here is a structure of composition C40H105FeN9O13 at a distorted geometry from OMol25. Energies are from wB97M-V/def2-TZVPD.

Structure (XYZ):
```
168
Properties=species:S:1:pos:R:3:mulliken_charge:R:1
Fe 1.2389 2.1828 -4.5617 1.3162
C 0.0449 7.1206 -6.9636 -0.8199
C 0.1641 5.6599 -6.5469 0.6961
O 0.9963 4.8779 -7.0601 -0.6800
O -0.5567 5.1694 -5.6018 -0.6878
H -0.9999 7.4066 -7.0850 0.2715
H 0.5833 7.4158 -7.8642 0.2844
H 0.5410 7.6669 -6.1613 0.2082
C -0.6948 -1.2446 -0.4636 -0.8760
C -0.1476 -0.1534 -1.3783 0.7455
O 1.0420 -0.1794 -1.6895 -0.7114
O -0.9187 0.7101 -1.8475 -0.7367
H -1.7819 -1.2732 -0.5369 0.2569
H -0.4441 -1.1408 0.5920 0.2553
H -0.2555 -2.2091 -0.7186 0.2710
C -0.1127 4.0709 3.0125 -1.5955
C -1.5910 3.8836 3.1656 0.9048
C -2.1503 4.7084 4.3258 -0.9093
O -3.4918 4.4399 4.5888 -0.2923
C -4.3016 5.4464 5.1768 -0.7413
N -2.1790 4.2902 1.8789 -0.8313
H 0.2316 3.6824 2.0540 0.3629
H 0.4813 3.5184 3.7405 0.3873
H 0.2353 5.1038 3.0187 0.3276
H -1.7920 2.8151 3.2425 0.2453
H -2.0828 5.7766 4.1195 0.4826
H -1.5141 4.5788 5.2013 0.3128
H -4.6975 6.1319 4.4275 0.2791
H -3.6068 5.9648 5.8377 0.3629
H -5.1590 5.0460 5.7177 0.2141
H -3.1807 4.2273 1.9921 0.2474
H -1.9858 3.6237 1.1450 0.2444
C -6.1367 6.4336 -4.3021 -1.5711
C -6.4681 5.2563 -3.3706 0.7353
C -7.9760 4.9563 -3.1443 -0.7754
O -8.7196 6.0498 -2.6938 -0.3507
C -8.8352 6.1862 -1.2670 -0.6700
N -5.8204 4.0985 -4.0439 -0.7544
H -5.0846 6.7182 -4.3200 0.4154
H -6.6468 7.3340 -3.9597 0.3702
H -6.5533 6.2224 -5.2870 0.3827
H -6.0019 5.4451 -2.4036 0.2247
H -8.1416 4.0477 -2.5656 0.3119
H -8.3317 4.7422 -4.1522 0.3348
H -8.8632 5.2130 -0.7769 0.2857
H -9.7181 6.7361 -0.9409 0.2539
H -7.9314 6.6663 -0.8919 0.2758
H -5.0202 4.4876 -4.5218 0.2684
H -5.4001 3.5377 -3.3167 0.2628
C -1.9380 -1.2368 7.6005 -1.4927
C -0.5257 -1.8841 7.5076 0.4649
C -0.5454 -3.4630 7.5553 -0.6467
O 0.7166 -3.9625 7.9556 -0.3257
C 0.6788 -5.3808 7.8369 -0.8277
N -0.0288 -1.4475 6.2457 -0.6914
H -2.7806 -1.6969 7.0843 0.3694
H -1.9468 -0.1724 7.3657 0.3812
H -2.2619 -1.4110 8.6266 0.3912
H 0.0897 -1.5744 8.3522 0.2793
H -0.7387 -3.9021 6.5766 0.2772
H -1.3417 -3.7859 8.2260 0.3671
H -0.1443 -5.6686 8.4909 0.3606
H 1.5584 -5.9527 8.1324 0.3044
H 0.3403 -5.8752 6.9263 0.3169
H 0.8522 -1.8965 6.0401 0.2328
H -0.6539 -1.6381 5.4757 0.2405
C 4.0595 -4.0846 2.8224 -1.3660
C 5.0307 -5.1150 3.5219 0.5974
C 6.4183 -5.2151 2.7868 -0.8393
O 6.2737 -5.5465 1.4201 -0.3149
C 5.8055 -6.8335 1.1924 -0.8085
N 5.1649 -4.8066 4.9010 -0.6925
H 4.0509 -4.1860 1.7372 0.3084
H 4.5162 -3.1241 3.0615 0.3873
H 3.0838 -4.0829 3.3082 0.3573
H 4.6150 -6.1226 3.5309 0.2552
H 7.0525 -5.9238 3.3195 0.3916
H 6.8891 -4.2433 2.9356 0.3911
H 4.7201 -6.8606 1.0950 0.2852
H 5.9859 -7.5462 1.9972 0.3530
H 6.1193 -7.2478 0.2343 0.2600
H 5.6125 -5.5222 5.4556 0.2374
H 4.2582 -4.6042 5.2972 0.1951
C -0.7468 -8.1510 1.7434 -1.4461
C -2.0001 -7.4203 2.1828 0.3944
C -2.9649 -7.2557 0.9952 -0.7388
O -4.2436 -6.8339 1.4489 -0.2815
C -5.1902 -6.4853 0.4713 -0.7612
N -2.6502 -8.2753 3.1976 -0.7977
H -0.0322 -8.2941 2.5539 0.3563
H -0.1827 -7.5529 1.0278 0.3841
H -0.9573 -9.1407 1.3381 0.3108
H -1.7038 -6.4488 2.5784 0.3410
H -3.1643 -8.2474 0.5890 0.3421
H -2.4912 -6.6535 0.2199 0.3841
H -6.1834 -6.2182 0.8326 0.2510
H -5.2696 -7.3351 -0.2067 0.3163
H -4.8140 -5.6756 -0.1539 0.2994
H -3.5438 -7.8614 3.4216 0.3480
H -2.9815 -9.0436 2.6319 0.2967
C 7.2101 -0.4787 -0.7783 -1.5019
C 7.1635 -0.9383 -2.1884 0.6384
C 8.4119 -1.5295 -2.7556 -0.8612
O 9.3358 -0.5037 -2.9682 -0.3115
C 10.6060 -1.0083 -3.1651 -0.6747
N 6.1559 -1.9231 -2.4496 -0.6305
H 7.8063 -1.1301 -0.1392 0.2966
H 6.1994 -0.4476 -0.3714 0.3860
H 7.8003 0.4369 -0.7391 0.3628
H 6.8911 -0.0605 -2.7744 0.1759
H 8.3273 -1.8976 -3.7780 0.3953
H 8.7849 -2.3292 -2.1158 0.4385
H 11.3470 -0.2315 -3.3539 0.2334
H 10.5365 -1.6590 -4.0368 0.2711
H 10.8212 -1.5840 -2.2650 0.3029
H 5.2882 -1.5308 -2.1131 0.2542
H 6.3400 -2.7711 -1.9328 0.2299
C 3.5262 -1.7377 -7.4707 -1.4757
C 2.5726 -0.5693 -7.2528 0.2722
C 1.1880 -1.1536 -6.8406 -0.8726
O 0.1847 -0.2177 -6.4639 -0.2404
C -1.2092 -0.6361 -6.7150 -0.8323
N 3.0803 0.3051 -6.1920 -0.4408
H 3.5548 -2.3504 -6.5697 0.4337
H 4.5804 -1.5111 -7.6300 0.3783
H 3.2485 -2.4371 -8.2593 0.3673
H 2.4192 0.0129 -8.1614 0.3391
H 1.2165 -1.9433 -6.0898 0.3705
H 0.7906 -1.5748 -7.7641 0.3832
H -1.4613 -1.6066 -6.2876 0.3232
H -1.3749 -0.7072 -7.7900 0.3349
H -1.9624 0.0565 -6.3393 0.2980
H 3.4799 -0.3257 -5.5119 0.2566
H 3.9127 0.7510 -6.5502 0.2541
C -6.1217 -0.1176 2.4133 -1.2661
C -6.8579 0.8407 1.5507 0.5790
C -8.0136 0.0754 0.9129 -0.8366
O -7.5450 -1.0363 0.1564 -0.3328
C -6.8206 -0.6436 -1.0235 -0.6032
N -7.3926 1.9426 2.3006 -0.7134
H -5.2459 0.4226 2.7728 0.3745
H -5.7644 -0.9786 1.8484 0.3270
H -6.6994 -0.4962 3.2565 0.3216
H -6.2525 1.3196 0.7811 0.1810
H -8.7198 0.6671 0.3305 0.3728
H -8.7049 -0.2757 1.6790 0.3475
H -6.5632 -1.5998 -1.4792 0.2224
H -5.9648 -0.0258 -0.7515 0.2528
H -7.5112 -0.1424 -1.7017 0.3008
H -6.6311 2.3679 2.8098 0.2016
H -8.0006 1.6265 3.0426 0.2722
C 4.6408 5.9104 -2.9506 -1.3772
C 4.5930 4.7641 -1.9592 0.4408
C 5.0693 5.2062 -0.5811 -0.8340
O 4.7940 4.2614 0.3672 -0.2692
C 5.3484 4.6038 1.6250 -0.7879
N 3.1882 4.4848 -1.9979 -0.5334
H 5.4948 6.5018 -2.6206 0.3595
H 3.8801 6.6863 -2.8649 0.3570
H 4.8211 5.7097 -4.0067 0.3043
H 5.1274 3.8795 -2.3055 0.2727
H 4.6138 6.1668 -0.3408 0.3535
H 6.1437 5.3700 -0.6643 0.3719
H 5.2718 3.7184 2.2562 0.2480
H 4.8291 5.4155 2.1344 0.3049
H 6.4085 4.8153 1.4852 0.3421
H 3.0509 3.9473 -1.1538 0.2323
H 2.6289 5.3011 -1.7957 0.2664
```

Computed properties:
Kohn-Sham gap (alpha / beta): 4.5765 / 4.0362 eV
Total charge: 0
Multiplicity: 5
Expectation value of S²: 6.0261
Lowest unoccupied orbital energy (alpha / beta): -0.13001 / -0.14230 hartree